1.
C10H11NO | wB97M-V/def2-TZVPD

```
23
Properties=species:S:1:pos:R:3:forces:R:3:nbo_charge:R:1
C -1.273 -0.847 2.453 -0.833 1.174 0.409 -0.7320
C -1.720 -0.925 0.938 -1.567 -1.154 2.138 0.6819
C -1.029 -1.085 -1.308 -3.136 -0.071 -1.865 -0.2190
C 0.252 -0.907 -2.112 1.313 -0.466 -0.333 -0.4493
C 0.939 0.227 -1.222 -0.196 -0.190 1.057 -0.0359
C 2.150 0.928 -1.296 -1.847 0.346 -2.528 -0.2088
C 2.471 1.915 -0.348 1.448 0.822 0.222 -0.2415
C 1.834 1.853 0.900 -1.816 0.053 -0.453 -0.1872
C 0.616 1.056 1.072 2.687 3.161 2.191 -0.3017
C 0.162 0.350 0.025 3.154 0.620 -1.760 0.2105
H -2.045 0.057 2.998 2.800 -2.604 -1.526 0.2451
H -1.525 -1.853 2.987 0.451 1.909 -1.191 0.2558
H -0.103 -0.613 2.439 -2.901 -0.541 0.726 0.2400
H -1.909 -0.679 -2.011 1.619 -0.842 1.918 0.2071
H -1.294 -2.146 -1.058 0.272 1.050 -0.381 0.2362
H -0.046 -0.889 -3.305 1.234 0.758 3.123 0.2427
H 0.951 -1.817 -1.992 -1.112 1.230 -0.277 0.2220
H 2.600 0.966 -2.331 -0.069 -0.183 1.432 0.2179
H 3.237 2.733 -0.731 -1.470 -1.884 1.532 0.2298
H 1.972 2.530 1.757 0.595 -0.151 -0.766 0.2169
H 0.123 1.262 2.083 0.424 -0.636 -1.971 0.2359
N -0.971 -0.319 -0.010 -2.056 -3.038 -2.593 -0.4583
O -2.697 -1.587 0.577 1.005 0.638 0.897 -0.6081
```
Positions in Å, forces in eV/Å.

Computed properties:
LUMO = 0.028 Eh
Structure (SMILES) = CC(=O)N1CCc2ccccc21
Orbital gap = 0.3304 Eh
Highest occupied orbital energy = -8.214 eV
Net charge = 0



2.
C10H11NO | wB97M-V/def2-TZVPD

```
23
Properties=species:S:1:pos:R:3:forces:R:3:nbo_charge:R:1
C -2.810 -0.060 -0.508 -2.651 1.901 -6.957 -0.0406
C -2.097 0.266 0.656 6.336 0.348 4.228 -0.4805
C -0.602 0.824 0.323 -3.361 -2.429 0.471 -0.0417
C -0.221 2.114 0.152 8.141 -9.010 1.247 -0.0181
C 1.597 0.764 0.029 0.702 2.247 -2.496 0.1928
C 2.954 0.371 -0.309 -4.611 -1.219 2.260 -0.2617
C 3.080 -1.022 -0.167 4.155 0.769 -1.611 -0.1824
C 2.027 -1.908 0.094 -2.117 8.849 -0.910 -0.2629
C 0.737 -1.416 0.293 -1.656 -6.624 -0.782 -0.1174
C 0.446 -0.093 0.157 2.575 2.571 0.754 -0.1813
H -3.522 -1.847 0.114 -0.881 3.046 -1.386 0.4475
H -3.678 0.723 -0.959 3.482 -0.385 0.907 0.2116
H -1.941 -0.286 -1.609 -2.588 0.262 3.341 0.1258
H -2.315 1.116 1.316 -1.553 -0.673 -0.031 0.2429
H -1.879 -0.774 1.393 -0.826 2.966 -2.133 0.2060
H -0.925 2.629 0.038 -9.405 9.512 -1.493 0.1833
H 1.796 2.911 -0.368 -1.705 -0.759 0.525 0.4247
H 3.600 1.201 -0.344 1.524 0.169 -0.534 0.2199
H 4.201 -1.462 -0.409 -3.064 0.894 0.885 0.2057
H 2.416 -2.737 0.257 1.976 -8.239 1.259 0.1987
H -0.119 -2.568 0.278 2.131 4.257 0.443 0.1898
N 1.099 2.178 -0.108 3.271 -2.595 0.220 -0.5479
O -3.843 -0.926 -0.320 0.124 -5.856 1.795 -0.7144
```
Positions in Å, forces in eV/Å.

Computed properties:
LUMO = 0.031 Eh
Orbital gap = 0.3230 Eh
Highest occupied orbital energy = -7.956 eV
Net charge = 0



3.
C10H11NS | wB97M-V/def2-TZVPD

```
23
Properties=species:S:1:pos:R:3:forces:R:3:nbo_charge:R:1
C 0.122 -2.365 0.255 0.863 0.607 -0.015 0.2768
C 3.923 -0.709 -0.515 -0.050 -0.758 -0.219 -0.2488
C 2.639 -1.362 -0.490 -0.172 2.168 -0.013 -0.2076
C 3.868 0.551 0.017 0.067 0.266 -0.440 -0.4155
C 1.639 -0.529 -0.004 4.558 0.756 -0.030 -0.1983
C -1.206 -0.631 -1.018 2.087 0.883 1.973 -0.2953
C -0.582 -0.349 1.196 -0.903 1.132 2.243 -0.3882
C -1.886 -0.424 0.341 0.482 -0.676 0.384 -0.2694
C 0.370 -0.988 0.229 -5.414 0.797 -1.980 -0.1648
C -2.933 0.651 0.522 -0.642 2.647 0.978 -0.6192
N -0.130 -3.460 0.383 -0.592 -2.657 0.121 -0.3334
S 2.331 1.020 0.568 -1.186 -1.594 -0.697 0.4340
H 4.820 -1.214 -0.921 -0.589 0.670 0.294 0.2346
H 2.307 -2.279 -0.946 0.612 -0.443 0.106 0.2369
H 4.537 1.399 -0.027 0.625 -0.559 0.131 0.2412
H -1.487 -1.260 -1.866 -0.017 -0.279 0.701 0.2223
H -0.997 0.356 -1.299 0.840 1.372 -1.234 0.1811
H -0.350 0.733 1.497 -0.053 -1.437 -0.714 0.2220
H -0.546 -0.964 2.173 -0.459 1.115 -1.245 0.2273
H -2.307 -1.380 0.507 -0.945 -0.951 0.880 0.2148
H -2.609 1.797 0.435 -0.105 -2.526 -0.136 0.2052
H -3.424 0.647 1.537 0.793 -0.357 -0.690 0.2226
H -3.799 0.551 -0.131 0.199 -0.175 -0.398 0.2219
```
Positions in Å, forces in eV/Å.

Computed properties:
LUMO = -0.001 Eh
Orbital gap = 0.3005 Eh
Highest occupied orbital energy = -8.210 eV
Net charge = 0



4.
C10H11OPS2 | wB97M-V/def2-TZVPD

```
25
Properties=species:S:1:pos:R:3:forces:R:3:nbo_charge:R:1
C -1.229 0.567 2.478 -1.647 0.291 -0.400 -0.3234
C -0.925 0.585 1.040 -0.048 -0.024 0.562 0.3430
C -0.910 -0.686 0.425 -0.326 0.822 -1.088 -0.3614
C -1.538 -0.693 2.844 -0.291 -1.285 -0.293 -0.0971
C 1.951 0.704 -1.600 -0.499 0.520 -0.580 -0.1875
C 1.396 -0.255 -2.539 2.945 2.043 1.170 -0.2357
C -1.015 -1.045 -0.992 -1.083 -2.103 1.674 -0.3929
C 1.388 1.783 -0.986 -1.257 -1.180 0.086 -0.5773
C -1.855 -1.206 4.194 -1.124 -1.015 -1.818 -0.6494
C 2.267 -0.525 -3.745 1.805 2.102 -1.739 -0.6506
O -0.808 1.792 0.454 -0.250 -0.148 1.179 -0.7389
P -0.366 2.044 -1.117 -0.598 -1.761 -1.664 0.8613
S -1.379 -1.916 1.588 0.236 1.303 0.341 0.3809
S 0.017 -1.154 -2.396 -1.787 -1.577 -1.465 0.4294
H -1.675 1.368 3.182 1.562 -0.804 -1.613 0.2443
H 3.010 0.639 -1.526 1.035 -0.189 0.024 0.2034
H -1.667 -2.057 -1.138 1.468 2.531 0.303 0.2338
H 1.768 2.373 -0.177 1.223 0.082 0.006 0.2237
H -2.648 -1.948 4.237 -0.545 0.145 -0.437 0.2234
H -1.032 -1.807 4.374 1.968 -0.802 1.541 0.2326
H -2.089 -0.457 4.865 0.051 1.468 1.591 0.2240
H 2.377 0.496 -4.381 -0.689 -2.061 1.306 0.2255
H 1.899 -1.262 -4.453 -0.239 -0.130 0.196 0.2330
H 3.407 -0.719 -3.640 -1.894 -0.040 0.742 0.2366
H -0.344 3.378 -0.991 -0.018 1.812 0.377 -0.0806
```
Positions in Å, forces in eV/Å.

Computed properties:
LUMO (spin up / spin down) = 0.026 / -0.044 Eh
<S²> = 2.0414
Orbital gap (spin up / spin down) = 0.2443 / 0.2572 Eh
Highest occupied orbital energy (spin up / spin down) = -5.932 / -8.206 eV
Spin multiplicity = 3
Net charge = 0



Table of total energy (eV), in record order: -14083.30931; -14078.05581; -22870.12420; -43549.46235